C8H12CuN5S2 as an isolated structure at a distorted geometry, computed with ωB97M-V/def2-TZVPD.

```
28
Properties=species:S:1:pos:R:3:forces:R:3:nbo_charge:R:1
Cu 0.56052 -1.21126 -1.22547 0.68 0.19 0.12 0.788
N 1.55361 0.13005 2.76511 -0.72 -0.25 -1.39 -0.621
N 1.98532 -1.18165 2.41013 2.21 1.41 1.00 -0.441
C 1.33514 -2.00651 1.61715 -1.02 -0.72 -1.16 0.355
N 2.02047 -3.08598 1.21993 0.86 -1.44 0.61 -0.781
S -0.30448 -1.74236 1.07422 1.20 0.10 -0.05 -0.445
H 1.11835 0.11409 3.66229 -0.10 -0.38 0.97 0.351
H 0.75358 0.33782 2.14284 0.62 -0.02 0.01 0.375
H 3.04244 -1.20203 2.40114 -1.74 -0.26 -0.17 0.419
H 2.84141 -3.42093 1.79630 -1.28 0.70 -1.41 0.415
H 1.65238 -3.70216 0.47398 0.35 0.82 1.06 0.434
N -1.16488 -0.44508 -2.11151 2.47 3.30 -1.72 -0.868
C -1.59226 0.77413 -1.46065 0.09 0.36 -1.96 0.138
C -2.29019 0.73190 -0.29572 -1.25 -1.12 3.07 -0.255
C -2.71171 1.89206 0.36981 0.73 -0.40 -2.00 -0.176
C -2.46564 3.13289 -0.22616 -0.55 -2.62 1.96 -0.223
C -1.87964 3.15291 -1.43761 0.84 1.67 -1.90 -0.192
C -1.42595 2.02393 -2.09942 -0.49 -0.38 1.13 -0.250
H -1.73686 -1.17910 -1.95687 -2.62 -2.78 0.85 0.387
H -1.15323 -0.29058 -3.14049 0.27 -0.19 1.08 0.397
H -2.54089 -0.21988 0.29220 0.62 1.16 -1.43 0.228
H -3.28455 1.75577 1.24941 -0.25 0.22 0.89 0.213
H -2.68647 3.93337 0.39341 -0.54 1.98 0.36 0.215
H -1.77957 4.14230 -1.92489 0.18 -0.74 0.18 0.216
H -1.00200 2.20629 -3.06413 0.37 -0.55 -0.45 0.224
S 5.04145 -1.81935 -0.36779 -0.26 0.24 0.09 -0.305
C 3.58159 -1.47924 -1.02013 -0.38 -0.43 -0.41 0.161
N 2.53205 -1.34137 -1.53706 -0.29 0.15 0.67 -0.758
```
Forces are in eV/Å.

The LUMO energy comes out at 0.30 eV. As for the molar mass: 305.9 g/mol. The maximum force is 0.08680 Eh/bohr. The calculation puts the relative energy (zero: lowest compared OMol25 entry of this formula, charge and spin) at 16.0 kcal per mole. The value obtained for the highest occupied orbital energy is -7.6 eV.